(1)
A cluster of 3 separate species, C29H40ClN4OPS in total, computed with ωB97M-V/def2-TZVPD.

The geometry in XYZ format:
```
77
C29H40ClN4OPS (ωB97M-V/def2-TZVPD)
C -6.09 4.57 -5.69
C -4.98 4.16 -6.66
C -3.54 4.42 -6.17
C -2.73 3.15 -5.91
C -3.06 2.54 -4.54
C -2.77 1.04 -4.43
C -1.31 0.67 -4.13
C -0.69 1.39 -2.92
C 0.15 0.46 -2.04
C -0.71 -0.28 -1.02
C 0.04 -1.27 -0.12
C 0.62 -0.64 1.11
C 1.72 0.16 1.05
C 2.27 0.76 2.20
C 1.70 0.59 3.42
P 2.36 1.39 4.89
S 1.37 2.89 5.64
C 0.57 -0.25 3.53
N 0.08 -0.51 4.77
C -0.92 -1.33 4.84
C -1.50 -1.93 3.68
C -2.67 -2.86 3.84
C -3.88 -2.10 4.35
O -4.32 -1.11 3.87
Cl -4.62 -2.82 5.79
N -1.03 -1.70 2.49
C 0.04 -0.86 2.38
H -5.72 5.23 -4.91
H -6.90 5.09 -6.20
H -6.53 3.71 -5.19
H -5.13 4.70 -7.60
H -5.08 3.10 -6.92
H -3.01 5.07 -6.87
H -3.60 4.97 -5.23
H -2.95 2.41 -6.68
H -1.67 3.39 -5.97
H -4.12 2.70 -4.34
H -2.52 3.11 -3.78
H -3.05 0.59 -5.39
H -3.42 0.58 -3.68
H -0.71 0.86 -5.02
H -1.26 -0.41 -3.95
H -0.08 2.23 -3.26
H -1.49 1.82 -2.31
H 0.93 1.05 -1.54
H 0.66 -0.26 -2.68
H -1.46 -0.84 -1.58
H -1.27 0.45 -0.42
H 0.85 -1.72 -0.69
H -0.64 -2.06 0.17
H 2.22 0.30 0.10
H 3.16 1.36 2.08
H 3.65 1.72 4.45
H 2.56 0.34 5.79
H -1.32 -1.57 5.82
H -2.93 -3.30 2.88
H -2.42 -3.65 4.55
C 3.67 -4.40 5.65
C 3.81 -4.48 4.24
C 2.87 -3.66 3.69
N 2.16 -3.09 4.71
C 2.64 -3.53 5.91
H 4.25 -4.92 6.39
H 4.53 -5.07 3.69
H 2.64 -3.43 2.66
H 1.41 -2.43 4.59
H 2.21 -3.19 6.84
C 4.68 -1.85 0.23
C 5.84 -1.64 -0.57
C 6.77 -1.02 0.22
N 6.22 -0.84 1.46
C 4.95 -1.34 1.47
H 3.76 -2.32 -0.07
H 5.97 -1.92 -1.60
H 7.77 -0.69 0.00
H 6.68 -0.41 2.24
H 4.34 -1.30 2.37
```

Results
highest occupied orbital energy = -8.43 eV
energy = -71376.6355 eV
largest force on an atom = 0.017 hartree/bohr
charge = 0
lowest unoccupied orbital energy = -0.938 eV

(2)
A structure of composition C29H40N10O2SW, computed with ωB97M-V/def2-TZVPD.

The geometry in XYZ format:
```
83
C29H40N10O2SW (ωB97M-V/def2-TZVPD)
W -0.14 0.64 0.40
C -2.10 2.03 0.29
C -1.20 2.60 1.22
C -1.03 1.67 2.29
C -1.85 0.54 2.01
C -2.50 0.75 0.78
H -2.55 2.54 -0.55
H -0.85 3.62 1.22
H -0.57 1.90 3.24
H -2.04 -0.29 2.69
H -3.32 0.16 0.39
C 4.52 -0.23 -2.80
N 3.21 -0.64 -2.34
C 2.48 -1.56 -3.21
C 2.61 -0.16 -1.24
N 1.34 -0.32 -0.98
N 3.43 0.52 -0.35
C 3.06 1.15 0.81
N 4.08 1.57 1.58
N 1.82 1.34 1.11
H 4.48 -0.08 -3.88
H 5.28 -0.99 -2.59
H 4.83 0.72 -2.37
H 3.18 -2.00 -3.91
H 1.69 -1.04 -3.76
H 2.04 -2.37 -2.62
H 0.86 -0.86 -1.71
H 4.42 0.39 -0.48
H 5.05 1.46 1.32
H 3.89 2.03 2.46
H 1.74 1.83 2.01
C -0.17 4.72 -2.21
N 0.81 3.84 -2.80
C 2.09 4.48 -3.02
C 0.86 2.54 -2.21
C -0.32 1.68 -2.60
C -0.81 1.76 -3.90
C -1.85 0.94 -4.31
C -2.36 0.01 -3.43
C -1.86 -0.08 -2.13
C -0.85 0.77 -1.68
H -0.28 5.60 -2.84
H 0.12 5.05 -1.21
H -1.13 4.20 -2.16
H 1.93 5.39 -3.59
H 2.73 3.82 -3.60
H 2.60 4.75 -2.08
H 0.91 2.55 -1.07
H 1.78 2.06 -2.57
H -0.39 2.48 -4.58
H -2.24 1.02 -5.31
H -3.16 -0.65 -3.73
H -2.27 -0.84 -1.48
O 2.24 1.16 4.36
C 2.72 -0.06 4.90
N 1.70 -0.82 5.57
C 0.99 -1.88 5.08
O 0.30 -2.57 5.79
C 1.01 -2.08 3.59
C 1.12 -3.37 3.05
C 0.93 -3.50 1.69
C 0.61 -2.39 0.93
N 0.53 -1.15 1.43
C 0.74 -1.02 2.75
H 2.00 1.74 5.09
H 3.54 0.14 5.60
H 3.10 -0.63 4.05
H 1.59 -0.68 6.57
H 1.35 -4.21 3.69
H 1.02 -4.47 1.22
H 0.39 -2.50 -0.13
H 0.70 -0.02 3.17
S -0.91 -3.15 -1.99
C 0.03 -4.44 -2.42
N -0.57 -5.62 -2.80
C 0.15 -6.66 -3.27
C 1.51 -6.56 -3.34
C 2.08 -5.35 -2.89
N 1.37 -4.36 -2.43
H -1.58 -5.66 -2.76
H -0.39 -7.54 -3.57
H 2.12 -7.35 -3.74
H 3.15 -5.21 -2.89
```

Results
highest occupied orbital energy (spin up / spin down) = -12.28 / -12.28 eV
energy = -62365.9499 eV
largest force on an atom = 0.057 hartree/bohr
charge = +2
energy above the lowest of the compared OMol25 structures with the same formula, charge and spin = 101.1 kJ/mol
lowest unoccupied orbital energy (spin up / spin down) = -5.859 / -5.861 eV

(3)
The ion C29H40N3O with charge +1, computed with ωB97M-V/def2-TZVPD.

The geometry in XYZ format:
```
73
C29H40N3O (ωB97M-V/def2-TZVPD)
C 1.49 7.24 -0.92
C 0.97 5.89 -0.54
C -0.25 5.76 0.11
C -0.78 4.50 0.39
C -0.03 3.33 0.15
C -0.57 1.91 0.53
C 0.06 0.85 -0.36
C -0.38 -0.43 -0.54
N 0.23 -1.38 -1.31
C -0.17 -2.78 -1.16
C 0.11 -3.33 0.24
C -0.37 -4.75 0.40
C 0.51 -5.74 0.83
C 0.09 -7.07 0.88
C -1.23 -7.41 0.53
C -2.12 -6.40 0.14
C -1.70 -5.07 0.09
C 0.64 -3.48 -2.25
O 0.61 -4.68 -2.53
N 1.40 -2.53 -2.87
C 2.30 -2.89 -3.95
C 1.27 -1.17 -2.34
C 2.62 -0.71 -1.77
C 0.82 -0.21 -3.46
N -0.38 1.67 1.96
C 1.07 1.65 2.34
C -0.98 0.32 2.39
C -2.49 0.30 2.20
C -3.19 1.45 2.93
C -2.55 2.80 2.60
C -1.05 2.75 2.83
C 1.24 3.49 -0.40
C 1.69 4.73 -0.84
H 2.27 7.17 -1.68
H 0.69 7.89 -1.31
H 1.92 7.74 -0.05
H -0.80 6.66 0.39
H -1.77 4.46 0.87
H -1.65 1.86 0.38
H 0.86 1.21 -1.00
H -1.28 -0.80 -0.03
H -1.24 -2.88 -1.41
H 1.19 -3.28 0.43
H -0.39 -2.67 0.97
H 1.53 -5.46 1.10
H 0.79 -7.85 1.18
H -1.56 -8.45 0.57
H -3.15 -6.64 -0.12
H -2.38 -4.27 -0.22
H 2.21 -3.96 -4.14
H 2.03 -2.34 -4.86
H 3.34 -2.65 -3.69
H 3.03 -1.47 -1.10
H 3.32 -0.55 -2.60
H 2.52 0.23 -1.22
H 0.00 -0.66 -4.02
H 0.48 0.74 -3.03
H 1.67 -0.02 -4.13
H 1.52 2.62 2.12
H 1.10 1.47 3.42
H 1.58 0.84 1.82
H -0.47 -0.46 1.82
H -0.69 0.20 3.44
H -2.75 0.31 1.13
H -2.85 -0.65 2.60
H -4.25 1.47 2.65
H -3.13 1.28 4.01
H -2.81 3.10 1.58
H -2.97 3.58 3.26
H -0.82 2.45 3.86
H -0.56 3.71 2.64
H 1.93 2.64 -0.50
H 2.63 4.82 -1.39
```

Results
highest occupied orbital energy = -10.72 eV
energy = -37234.3787 eV
largest force on an atom = 0.055 hartree/bohr
charge = +1
energy above the lowest of the compared OMol25 structures with the same formula, charge and spin = 76.1 kJ/mol
lowest unoccupied orbital energy = -2.069 eV

Among the records above, which one has the highest largest force on an atom? C29H40N10O2SW

Number 1 is which compound? C29H40ClN4OPS